Molecular formula: H24NO10
Method: DFT, ωB97M-V with the def2-TZVPD basis set

highest occupied orbital energy = -13.34 eV
energy above the lowest of the compared OMol25 structures with the same formula, charge and spin = 116.87 kcal per mole
DFT total energy = -821.19037 Eh
gap between HOMO and LUMO = 0.364 Eh
lowest unoccupied orbital energy = -3.4 eV
molar mass = 198.19 g mol⁻¹

Geometry as ORCA input:
```
! wB97M-V def2-TZVPD RIJCOSX def2/J DEFGRID3
* xyz 1 1
N 0.63 0.34 0.47
H 1.59 0.61 0.26
H 0.55 0.05 1.24
H 0.42 -0.49 -0.17
H -0.17 1.12 0.27
O 2.49 2.78 1.46
H 1.80 3.08 1.94
H 3.23 2.81 1.99
O -1.66 -0.41 2.41
H -1.87 0.44 2.88
H -1.40 -1.11 3.10
O 2.98 0.44 -2.00
H 3.74 0.04 -2.34
H 3.18 1.01 -1.29
O -0.73 0.29 -2.24
H -1.54 -0.27 -2.19
H -0.15 -0.39 -2.58
O 1.26 -1.90 -2.37
H 1.28 -2.71 -2.13
H 2.30 -1.64 -2.17
O 1.47 -2.07 2.19
H 1.15 -2.82 2.70
H 2.01 -2.35 1.43
O -0.95 -2.24 0.27
H -1.33 -1.70 0.99
H -0.62 -3.10 0.75
O -0.88 3.36 0.04
H -1.56 2.73 -0.07
H -0.64 3.60 -0.85
O -2.76 1.93 -0.22
H -3.19 1.25 -0.75
H -3.32 1.76 0.68
O -2.42 -1.54 -1.58
H -1.77 -1.86 -0.99
H -3.13 -1.03 -1.16
*
```



Molecular formula: H24NO10
Method: DFT, ωB97M-V with the def2-TZVPD basis set

highest occupied orbital energy = -13.67 eV
energy above the lowest of the compared OMol25 structures with the same formula, charge and spin = 32.40 kcal per mole
DFT total energy = -821.32500 Eh
gap between HOMO and LUMO = 0.394 Eh
lowest unoccupied orbital energy = -2.9 eV
molar mass = 198.19 g mol⁻¹

Geometry as ORCA input:
```
! wB97M-V def2-TZVPD RIJCOSX def2/J DEFGRID3
* xyz 1 1
N 0.63 0.23 0.52
H -0.10 0.69 -0.05
H 1.06 0.86 1.21
H 1.41 -0.03 -0.05
H 0.24 -0.59 0.85
O -0.74 0.68 3.16
H -0.87 1.64 3.14
H -1.13 0.33 3.99
O -0.72 -2.27 2.40
H -1.16 -3.04 2.73
H -0.64 -1.57 3.01
O 1.16 -2.80 0.37
H 0.52 -3.01 1.01
H 0.64 -2.79 -0.41
O 2.06 2.51 -0.99
H 2.66 3.22 -0.88
H 2.27 2.20 -1.85
O 0.12 3.68 0.53
H 0.86 3.42 -0.06
H -0.30 4.39 0.10
O 2.64 -1.44 -2.36
H 2.97 -1.96 -3.10
H 1.73 -1.57 -2.44
O -2.13 -1.25 -0.20
H -2.09 -2.03 0.32
H -2.81 -0.65 0.14
O -2.24 1.86 0.39
H -1.63 2.59 0.56
H -2.84 1.90 1.14
O -0.27 -2.39 -1.93
H -0.56 -3.27 -1.81
H -0.83 -1.85 -1.42
O 0.12 0.40 -2.61
H -0.76 0.82 -2.61
H 0.71 1.08 -2.80
*
```



Molecular formula: H24O12
Method: DFT, ωB97M-V with the def2-TZVPD basis set

highest occupied orbital energy = -9.82 eV
energy above the lowest of the compared OMol25 structures with the same formula, charge and spin = 107.95 kcal per mole
DFT total energy = -917.15332 Eh
gap between HOMO and LUMO = 0.365 Eh
structure (SMILES) = O.O.O.O.O.O.O.O.O.O.O.O
lowest unoccupied orbital energy = 0.1 eV
molar mass = 216.18 g mol⁻¹

Geometry as ORCA input:
```
! wB97M-V def2-TZVPD RIJCOSX def2/J DEFGRID3
* xyz 0 1
O -0.09 0.15 0.07
H -0.93 -0.27 0.24
H 0.50 -0.43 0.48
O 0.69 -1.52 -1.81
H -0.12 -1.95 -1.86
H 1.13 -1.91 -2.60
O -3.89 1.22 2.53
H -4.18 0.79 1.63
H -4.69 1.73 2.78
O 1.38 -1.41 3.00
H 1.43 -0.87 3.81
H 0.45 -1.27 2.66
O -1.47 -3.37 -0.67
H -0.87 -4.08 -0.19
H -2.23 -3.91 -0.87
O 4.42 -1.30 -0.23
H 4.56 -1.73 -1.09
H 4.03 -0.52 -0.45
O -5.05 -0.83 -0.07
H -5.05 -0.01 0.43
H -4.64 -0.66 -0.95
O -0.10 3.15 -2.45
H 0.42 2.65 -1.90
H 0.15 2.97 -3.38
O -1.40 -0.01 -2.33
H -1.34 0.87 -2.71
H -0.52 -0.34 -2.45
O -0.73 3.16 0.72
H -0.58 2.65 1.49
H -0.44 4.09 0.88
O 3.98 2.64 0.62
H 3.21 2.10 0.82
H 4.76 2.16 0.78
O 2.19 -1.49 0.76
H 2.29 -0.48 0.89
H 2.72 -2.00 1.39
*
```



- Which of these has the lowest energy above the lowest of the compared OMol25 structures with the same formula, charge and spin?
  number 2



- Which value of lowest unoccupied orbital energy does entry 1 give?
  -3.4 eV



- Look up the DFT total energy of the third one.
  -917.15332 Eh